No. 1
{
  "formula": "C16H32ClMnNOP2",
  "method": "ωB97M-V/def2-TZVPD",
  "orbital_gap_ev": [6.1, 7.2],
  "spin_multiplicity": 4,
  "s_squared": 4.1358,
  "elements": ["Mn", "Cl", "P", "P", "O", "N", "C", "C", "C", "C", "C", "C", "C", "C", "C", "C", "C", "C", "C", "C", "C", "C", "H", "H", "H", "H", "H", "H", "H", "H", "H", "H", "H", "H", "H", "H", "H", "H", "H", "H", "H", "H", "H", "H", "H", "H", "H", "H", "H", "H", "H", "H", "H", "H"],
  "positions_angstrom": [[-0.19929, 0.44348, 0.14838], [-2.34415, -0.58988, 2.19394], [-1.33970, 0.47463, -2.01851], [1.15269, 0.20341, 2.21444], [1.31514, 1.75791, 0.24615], [0.24163, -1.17986, -0.25082], [0.28154, -2.48210, -0.38008], [1.33108, -3.11034, -1.12974], [0.47711, 2.83351, -0.05583], [-2.11986, -1.12171, -2.46389], [0.14283, 3.72694, 1.12118], [-0.72673, -3.31569, 0.21298], [-2.63037, 1.71278, -2.41070], [1.34616, -4.48075, -1.29587], [1.05187, -1.47953, 2.93863], [0.58974, 1.27989, 3.58149], [2.96618, 0.41997, 2.16438], [0.34170, -5.27567, -0.71559], [-1.98841, 0.67139, 1.00834], [-0.68575, -4.68833, 0.03721], [1.08999, 3.57493, -1.22861], [-0.08295, 0.68509, -3.32953], [-2.83589, 1.71494, -3.49108], [2.14138, -4.93926, -1.87858], [-1.97992, 1.63434, 1.53085], [-2.77268, 0.62046, 0.24248], [3.34363, -0.18922, 1.33132], [1.67488, -1.51154, 3.84423], [-1.51229, -2.82208, 0.79216], [2.08880, -2.44589, -1.55404], [1.01628, 2.98466, -2.14883], [1.42512, -2.20834, 2.20727], [0.01199, -1.72374, 3.18384], [-1.46026, -5.30562, 0.49163], [1.26743, 1.14382, 4.43528], [0.36225, -6.35896, -0.85006], [-0.17363, 4.70451, 0.74353], [0.61015, 1.48946, -3.06209], [-0.57398, 0.91499, -4.28396], [0.60311, 2.32945, 3.26195], [1.01212, 3.87410, 1.77043], [3.42386, 0.08704, 3.10971], [2.15397, 3.76049, -1.02523], [-2.65865, -1.52455, -1.59668], [-0.54764, 2.27405, -0.39372], [3.20517, 1.47327, 1.96604], [0.58562, 4.53559, -1.38016], [-0.43199, 1.00297, 3.87119], [-1.33855, -1.83953, -2.74749], [-3.55315, 1.47644, -1.86197], [-0.67953, 3.31682, 1.71423], [-2.81879, -0.98815, -3.30160], [-2.28469, 2.70912, -2.09967], [0.48542, -0.24977, -3.40891]],
  "forces_ev_per_angstrom": [[1.908, -1.436, 0.778], [-0.287, -0.302, 0.480], [0.343, -0.266, -0.092], [-1.071, -0.680, 0.110], [-0.392, 0.391, -0.135], [0.563, 1.183, -0.525], [-0.418, -2.049, 0.054], [-0.376, 0.629, 0.262], [-0.624, -1.433, -0.701], [-0.057, 0.048, 0.073], [-0.267, 0.391, -0.042], [0.333, 0.329, -0.242], [0.023, 0.111, -0.040], [-0.507, -0.173, 0.347], [0.089, 0.154, 0.186], [0.237, 0.046, 0.077], [-0.075, 0.241, -0.383], [0.076, -0.242, -0.086], [-0.212, 0.568, -0.189], [0.394, 0.105, -0.238], [-0.322, 0.466, -0.265], [-0.113, 0.053, -0.100], [-0.024, 0.029, 0.310], [-0.125, 0.013, 0.103], [-0.387, -0.159, -0.114], [0.010, 0.229, 0.524], [-0.001, 0.188, 0.237], [-0.194, -0.144, -0.154], [0.262, -0.257, -0.194], [-0.157, -0.348, 0.061], [0.139, 0.284, 0.313], [-0.102, 0.181, 0.164], [0.275, 0.040, -0.073], [0.190, 0.071, -0.122], [-0.221, 0.116, -0.072], [0.006, 0.332, 0.034], [-0.051, -0.038, 0.207], [-0.212, -0.303, -0.178], [0.217, -0.098, 0.108], [0.049, -0.363, 0.167], [-0.017, -0.043, -0.191], [-0.258, 0.076, -0.306], [-0.287, -0.077, 0.058], [0.109, 0.063, -0.215], [1.063, 2.225, 0.129], [-0.057, -0.382, 0.028], [0.099, -0.049, -0.199], [0.249, 0.023, -0.098], [-0.203, 0.182, 0.175], [0.253, 0.075, -0.163], [0.184, 0.061, 0.041], [0.191, -0.040, 0.193], [-0.123, -0.243, -0.129], [-0.119, 0.223, 0.025]]
}

No. 2
{
  "formula": "C10H9FN2S",
  "method": "ωB97M-V/def2-TZVPD",
  "orbital_gap_ev": 8.3,
  "spin_multiplicity": 1,
  "smiles": "CCSc1ncnc2ccc(F)cc12",
  "e_above_lowest_kj_mol": 0.00,
  "elements": ["S", "F", "N", "N", "C", "C", "C", "C", "C", "C", "C", "C", "C", "C", "H", "H", "H", "H", "H", "H", "H", "H", "H"],
  "positions_angstrom": [[1.99585, -1.01137, -0.17596], [-3.15315, -2.42642, -0.21922], [-0.98417, 2.42497, -0.08937], [1.22258, 1.51812, -0.18177], [-1.56236, 1.16628, 0.00489], [-1.33434, -1.15315, 0.23818], [4.80789, -0.95736, 0.13794], [-0.68361, 0.09702, 0.11939], [-2.67837, -1.17471, 0.01829], [0.28723, 2.51502, -0.07392], [-2.91949, 1.02814, 0.17157], [-3.53410, -0.14657, 0.21931], [0.76078, 0.22439, -0.14822], [3.60289, -0.00609, 0.14562], [4.67472, -1.56382, 1.02736], [4.91999, -1.46789, -0.89215], [-3.34987, 2.03928, 0.11347], [0.63119, 3.52705, -0.02294], [-0.84624, -2.13054, 0.51311], [5.74656, -0.27452, 0.45092], [3.48013, 0.44654, 1.22102], [3.72789, 0.75524, -0.64247], [-4.68760, -0.47111, -0.08037]],
  "forces_ev_per_angstrom": [[0.599, 0.302, 0.084], [-0.609, 0.155, 0.230], [-2.238, -0.238, 0.373], [-0.900, -2.209, 0.070], [3.293, 1.346, 0.523], [1.215, -0.854, 0.067], [1.055, 1.678, -0.044], [0.692, -2.856, -0.786], [1.209, -3.354, 1.181], [0.680, -0.606, -0.550], [-0.653, 4.152, -0.410], [-4.510, -1.970, -2.600], [0.000, 4.457, 1.359], [-0.720, 0.367, 1.089], [0.247, -0.974, -0.427], [0.115, 0.573, 2.023], [-0.609, -0.749, 0.252], [0.755, 0.360, -0.079], [-0.270, 1.207, -0.904], [-1.893, -1.555, -1.219], [0.117, -0.568, -2.302], [-0.510, -0.208, 0.628], [2.936, 1.546, 1.442]]
}

No. 3
{
  "formula": "C23H22Cl2N5PdSi",
  "method": "ωB97M-V/def2-TZVPD",
  "orbital_gap_ev": [5.9, 5.9],
  "spin_multiplicity": 1,
  "e_above_lowest_kj_mol": 18.23,
  "total_charge": -1,
  "elements": ["Pd", "Cl", "Cl", "Si", "N", "N", "N", "N", "N", "C", "C", "C", "C", "C", "C", "C", "C", "C", "C", "C", "C", "C", "C", "C", "C", "C", "C", "C", "C", "C", "C", "C", "H", "H", "H", "H", "H", "H", "H", "H", "H", "H", "H", "H", "H", "H", "H", "H", "H", "H", "H", "H", "H", "H"],
  "positions_angstrom": [[-0.27631, -0.17090, 0.79342], [-1.49425, 3.09043, 3.55756], [-0.97398, -2.31554, 3.76167], [-0.15266, -5.10307, 0.07454], [-0.56015, 2.26117, -0.42571], [0.90207, 0.99639, -1.52630], [1.55580, 2.00394, -0.83214], [1.00135, 3.75890, 0.67602], [-0.48964, 0.46984, 2.66508], [-0.36236, 1.18853, -1.28414], [-2.45565, -0.85962, 5.48266], [-1.80171, 2.78849, -0.16438], [2.93075, 1.84570, -0.55994], [-2.72207, 1.11580, -1.64002], [3.72706, 2.95546, -0.29873], [-1.29114, 0.38282, 3.70323], [4.81988, 0.39944, -0.29139], [-1.86348, 1.54309, 4.30053], [-1.63673, -0.82890, 4.37859], [-2.99224, 0.30803, 6.01835], [-0.23664, -2.10037, 0.43664], [-0.22083, -3.30113, 0.20164], [-2.88116, 2.23917, -0.75234], [1.15581, -5.65264, -1.16820], [-1.50720, 0.59031, -1.90442], [3.46865, 0.56223, -0.55105], [5.07403, 2.77003, -0.03128], [5.62647, 1.49760, -0.03156], [0.27001, -5.85719, 1.74758], [-2.67639, 1.51619, 5.40917], [0.69110, 2.79650, -0.09876], [-1.81440, -5.79022, -0.49352], [1.26120, -5.53285, 2.06951], [0.94905, -5.23863, -2.15687], [-3.86332, 2.62811, -0.53308], [3.28254, 3.93842, -0.28665], [2.82143, -0.28590, -0.72951], [-1.79080, -6.88094, -0.56102], [-1.34266, -0.26899, -2.53707], [-2.07755, -5.39114, -1.47486], [-3.06270, 2.45504, 5.78518], [-1.83176, 3.59805, 0.54860], [2.14377, -5.30290, -0.86299], [0.20259, 4.06916, 1.21871], [-3.60594, 0.68448, -2.09032], [-3.63545, 0.27586, 6.88625], [6.67912, 1.35894, 0.17974], [1.18838, -6.74196, -1.25228], [5.69469, 3.63153, 0.18056], [-0.44568, -5.52993, 2.50375], [-2.60324, -5.50507, 0.20446], [-2.66851, -1.82234, 5.92962], [0.25971, -6.94964, 1.70948], [5.23827, -0.59879, -0.27675]],
  "forces_ev_per_angstrom": [[-0.020, -0.025, 2.440], [-0.060, -0.007, 0.069], [-0.090, 0.062, 0.104], [-0.029, -0.068, -0.007], [-0.212, 0.545, -0.372], [0.008, -0.140, 0.085], [-0.160, -0.176, 0.086], [0.000, -0.162, -0.149], [0.338, -0.151, -2.271], [0.075, 0.196, -0.262], [-0.055, -0.069, 0.000], [-0.097, -0.152, 0.109], [0.124, -0.038, -0.027], [0.017, -0.004, -0.017], [-0.056, -0.050, -0.008], [-0.024, -0.418, -0.143], [-0.044, -0.045, -0.017], [0.068, 0.100, -0.107], [-0.001, -0.039, 0.002], [0.003, 0.022, -0.014], [-0.045, 0.126, -0.126], [0.079, -0.021, 0.004], [0.118, 0.012, 0.055], [-0.075, 0.061, 0.074], [-0.130, -0.121, 0.140], [0.023, 0.052, -0.007], [0.019, 0.011, 0.005], [0.035, 0.006, 0.011], [-0.033, 0.059, -0.117], [0.035, 0.024, 0.048], [0.169, 0.289, 0.378], [0.116, 0.044, 0.042], [0.008, 0.010, 0.008], [-0.012, 0.005, -0.009], [0.000, 0.011, 0.010], [-0.001, 0.010, 0.008], [0.033, 0.018, -0.001], [0.000, -0.009, -0.001], [-0.058, 0.015, -0.029], [-0.004, 0.006, -0.015], [-0.020, -0.014, 0.029], [-0.035, 0.018, -0.032], [0.008, 0.005, 0.009], [-0.008, 0.033, -0.038], [0.019, -0.032, -0.010], [-0.001, -0.001, 0.012], [0.005, 0.013, 0.001], [-0.002, -0.011, 0.004], [0.005, 0.001, -0.001], [-0.013, 0.004, 0.006], [-0.008, 0.007, 0.015], [-0.014, 0.001, 0.027], [0.001, -0.008, -0.005], [0.002, -0.002, 0.004]]
}

In Eh/bohr, the largest force on an atom values for the records above are, in order, 0.04884; 0.10824; 0.04746.